Record 1
Density functional theory data (the ωB97M-V functional and the def2-TZVPD basis) for one molecule with the formula C8H17N3O3 at a distorted geometry.

Relative energy (zero: lowest compared OMol25 entry of this formula, charge and spin) in kcal per mole: 24.4
E_LUMO in eV: 0.58
Kohn-Sham gap in eV: 10.29

Last columns: bonded neighbours and bond lengths (Å).
Geometry (Å):
1 N -3.251 -0.804 -1.783  C2 1.424, H15 1.011, H16 0.963
2 C -2.926 -0.182 -0.544  N1 1.424, C3 1.537, H17 1.089, H18 1.126
3 C -2.002 -0.883 0.464  C2 1.537, C4 1.581, H19 1.087, H20 1.097
4 C -1.405 -0.040 1.661  C3 1.581, C5 1.546, H21 1.132, H22 1.158
5 C -0.728 1.257 1.161  C4 1.546, C6 1.521, H23 1.091, H24 1.073
6 C 0.342 1.069 0.096  C5 1.521, N7 1.496, C12 1.481, H25 1.117
7 N 1.413 0.190 0.658  C6 1.496, C8 1.423, H26 0.989
8 C 1.910 -1.105 0.341  N7 1.423, O9 1.207, C10 1.531
9 O 2.074 -1.891 1.242  C8 1.207
10 C 2.450 -1.400 -1.061  C8 1.531, N11 1.435, H27 1.086, H28 1.085
11 N 3.748 -0.833 -1.292  C10 1.435, H29 1.032, H30 1.016
12 C 0.820 2.406 -0.329  C6 1.481, O13 1.181, O14 1.378
13 O 0.160 3.138 -0.979  C12 1.181
14 O 2.063 2.777 0.137  C12 1.378, H31 0.943
15 H -2.414 -1.303 -2.053  N1 1.011
16 H -3.974 -1.421 -1.625  N1 0.963
17 H -3.839 0.017 0.016  C2 1.089
18 H -2.412 0.790 -0.787  C2 1.126
19 H -1.165 -1.312 -0.082  C3 1.087
20 H -2.286 -1.804 0.988  C3 1.097
21 H -0.627 -0.720 2.126  C4 1.132
22 H -2.201 0.003 2.501  C4 1.158
23 H -1.432 1.892 0.620  C5 1.091
24 H -0.417 1.880 1.977  C5 1.073
25 H -0.203 0.602 -0.761  C6 1.117
26 H 1.314 0.235 1.641  N7 0.989
27 H 1.711 -1.153 -1.818  C10 1.086
28 H 2.747 -2.437 -1.179  C10 1.085
29 H 3.751 0.199 -1.279  N11 1.032
30 H 4.350 -1.144 -0.534  N11 1.016
31 H 2.428 1.977 0.476  O14 0.943

Löwdin population analysis, charges in e, atoms 1 to 5: 0.017 -0.306 -0.208 -0.162 -0.160


Record 2
Density functional theory data (the ωB97M-V functional and the def2-TZVPD basis) for one molecule with the formula C8H16N2O3 at a distorted geometry.

Relative energy (zero: lowest compared OMol25 entry of this formula, charge and spin) in kcal per mole: 25.4
E_LUMO in eV: 0.40
Kohn-Sham gap in eV: 10.32

Last columns: bonded neighbours and bond lengths (Å).
Geometry (Å):
1 C -0.974 3.239 0.840  C2 1.553, H14 1.080, H15 1.115, H16 1.110
2 C -1.563 1.866 0.415  C1 1.553, C3 1.538, C4 1.580, H17 1.095
3 C -2.731 1.376 1.287  C2 1.538, H18 1.090, H19 1.092, H20 1.115
4 C -0.343 0.862 0.450  C2 1.580, C5 1.531, H21 1.104, H22 1.058
5 C -0.677 -0.510 -0.142  C4 1.531, N6 1.482, C7 1.516, H23 1.146
6 N -1.767 -1.239 0.548  C5 1.482, H24 0.993, H25 0.980
7 C 0.620 -1.292 -0.217  C5 1.516, O8 1.234, N9 1.366
8 O 0.977 -2.155 0.591  C7 1.234
9 N 1.394 -1.002 -1.304  C7 1.366, C10 1.470, H26 0.997
10 C 2.842 -1.258 -1.314  N9 1.470, C11 1.537, H27 1.093, H28 1.086
11 C 3.269 -2.691 -1.667  C10 1.537, O12 1.172, O13 1.312
12 O 4.233 -2.974 -2.272  C11 1.172
13 O 2.556 -3.583 -1.022  C11 1.312, H29 1.003
14 H -1.627 4.030 1.175  C1 1.080
15 H -0.484 3.487 -0.131  C1 1.115
16 H -0.202 3.083 1.623  C1 1.110
17 H -1.984 1.962 -0.591  C2 1.095
18 H -3.123 0.433 0.907  C3 1.090
19 H -3.541 2.105 1.367  C3 1.092
20 H -2.388 1.259 2.342  C3 1.115
21 H 0.022 0.670 1.474  C4 1.104
22 H 0.346 1.347 -0.189  C4 1.058
23 H -1.130 -0.380 -1.186  C5 1.146
24 H -1.529 -1.254 1.512  N6 0.993
25 H -1.704 -2.190 0.322  N6 0.980
26 H 1.036 -0.403 -2.016  N9 0.997
27 H 3.271 -1.019 -0.338  C10 1.093
28 H 3.287 -0.624 -2.075  C10 1.086
29 H 1.911 -3.147 -0.389  O13 1.003

Löwdin population analysis, charges in e, atoms 1 to 5: -0.077 -0.404 -0.097 -0.127 -0.303